Formula: C3H7O2S
Source: the Open Molecules 2025 dataset
Level of theory: the ωB97M-V functional and the def2-TZVPD basis

Bonds (Å) are listed after each position.
Element x y z (Å)
1 O -2.200 -1.677 2.215  C2 1.225
2 C -1.415 -0.839 1.786  O1 1.225, C3 1.522, H6 1.109
3 C -1.266 0.587 2.298  C2 1.522, C4 1.619, H7 1.097, H8 1.091
4 C -0.312 1.419 1.289  C3 1.619, S5 1.801, H9 1.099, H10 1.101
5 S 0.440 0.590 -0.121  C4 1.801
6 H -0.422 -1.271 1.548  C2 1.109
7 H -0.729 0.537 3.254  C3 1.097
8 H -2.294 0.869 2.534  C3 1.091
9 H 0.525 1.791 1.895  C4 1.099
10 H -0.809 2.366 1.025  C4 1.101
11 H 2.971 -2.055 -6.384  O13 0.964
12 H 2.372 -1.112 -5.381  O13 0.964
13 O 3.138 -1.207 -5.958  H11 0.964, H12 0.964

Values from the calculation:
Energy relative to the best compared isomer or geometry (same formula, charge and spin) ... 217.94 kJ/mol
Net charge ... -1
Electronic energy ... -667.16028 Eh